#P
The following is a DFT calculation (ωB97M-V/def2-TZVPD) of a gas-phase ion, C3H4N3 (charge +1).

```
10
Properties=species:S:1:pos:R:3:nbo_charge:R:1
C -1.58599 0.34728 0.01917 -0.48
N -0.23249 0.05549 -0.03452 -0.23
C 0.52427 -1.05371 -0.20432 0.50
C 2.09184 -0.65649 -0.13525 0.11
N 1.92621 0.52345 0.24020 -0.17
N 0.65153 0.92036 0.27789 0.15
H -2.36834 -0.36350 -0.53390 0.29
H -1.83624 1.28959 -0.49662 0.28
H -1.83410 0.41126 1.08731 0.27
H 2.66331 -1.47374 -0.21996 0.27
```

Frontier orbital gap (spin up / spin down), hartree: 0.3113 / 0.2751
Lowest unoccupied orbital energy (spin up / spin down), eV: -8.14 / -8.94
SMILES string: C[N+]1=C=CN=N1
Total charge: +1



#Q
The following is a DFT calculation (ωB97M-V/def2-TZVPD) of a gas-phase ion, C3H4N3 (charge +1).

```
10
Properties=species:S:1:pos:R:3:nbo_charge:R:1
C 0.76114 -1.20836 0.02430 0.63
N 1.81696 -0.67964 0.20876 -0.14
N 1.67438 0.75021 -0.15617 -0.18
C 0.47957 1.22145 -0.05081 0.26
N -0.58886 0.46385 0.21090 -0.53
C -0.65183 -0.95711 -0.11761 -0.36
H 0.51351 2.22162 0.14417 0.27
H -1.48160 0.86218 0.35277 0.44
H -1.19771 -1.09546 -1.07689 0.28
H -1.32556 -1.57874 0.46057 0.32
```

Frontier orbital gap, hartree: 0.2948
Lowest unoccupied orbital energy, eV: -7.40
SMILES string: C1#[N+]N=CNC1
Total charge: +1



Order of stability, best first: #Q, #P



#P
The following is a DFT calculation (ωB97M-V/def2-TZVPD) of 12 unconnected molecules or ions with the total composition BH26O11.

```
38
Properties=species:S:1:pos:R:3:nbo_charge:R:1
B -0.04531 0.73221 -0.34128 -0.76
H -0.49228 -0.05055 0.53894 -0.04
H 0.43773 0.02940 -1.16577 -0.06
H -1.01896 1.56101 -0.54967 -0.06
H 0.86706 1.31385 0.12024 -0.07
O 0.91412 -0.39082 -4.86373 -0.93
H 0.43663 -0.88757 -5.51465 0.46
H 0.40151 -0.64487 -4.06598 0.48
O 1.41705 -2.65942 -1.21306 -0.95
H 1.36268 -1.79308 -1.58793 0.48
H 2.38518 -2.78750 -1.26265 0.47
O 2.10446 -1.27018 2.27953 -0.92
H 2.76326 -0.90514 2.70852 0.45
H 2.39459 -0.89617 1.37887 0.47
O -4.11686 -0.94934 -0.44621 -0.94
H -3.33744 -0.77126 -0.04646 0.48
H -4.10734 -0.57192 -1.35628 0.46
O 0.36074 4.28883 0.48292 -0.97
H 0.25279 3.40351 0.22574 0.50
H 1.25540 4.66943 0.10907 0.47
O -0.41140 2.22103 2.70939 -0.97
H -0.42219 1.82530 1.76651 0.50
H -0.59344 3.09571 2.45459 0.47
O -1.52763 2.14568 -3.59246 -0.93
H -1.10261 1.95635 -2.79143 0.48
H -1.85910 2.92828 -3.40057 0.45
O 3.95011 0.64910 -0.81262 -0.95
H 4.38939 1.11730 -0.18591 0.46
H 3.01849 0.84839 -0.74696 0.49
O -0.52234 -0.95810 3.79682 -0.95
H -0.85701 -0.01865 3.85590 0.48
H -0.08551 -0.94686 3.00868 0.48
O -0.60042 -3.46412 0.78813 -0.96
H -0.24876 -3.95982 1.56438 0.49
H 0.05809 -2.93649 0.37072 0.51
O -2.84602 -2.22370 1.90558 -1.02
H -1.87700 -2.39795 1.37050 0.51
H -2.69764 -1.30188 2.50859 0.47
```

Frontier orbital gap, hartree: 0.3304
Lowest unoccupied orbital energy, eV: 2.51
Total charge: -1



#Q
The following is a DFT calculation (ωB97M-V/def2-TZVPD) of 12 unconnected molecules or ions with the total composition BH26O11.

```
38
Properties=species:S:1:pos:R:3:nbo_charge:R:1
B -0.13579 0.35473 -0.18028 -0.94
H 0.83257 -0.03667 0.09050 0.02
H -0.78962 0.22149 0.66764 0.02
H -0.17722 1.42342 -0.32320 -0.01
H -0.62206 -0.18423 -0.97860 -0.06
O 0.67310 1.79565 -2.79784 -0.98
H 0.65003 1.27795 -1.99304 0.51
H -0.24377 1.86791 -3.06308 0.46
O 1.25743 -1.95189 -1.62787 -1.01
H 1.94771 -2.02547 -0.96883 0.47
H 0.59666 -1.39096 -1.22170 0.52
O -0.71328 2.85354 1.80515 -0.93
H -1.43514 2.31820 1.47565 0.48
H -0.84404 3.70976 1.39767 0.44
O -2.79720 1.53789 0.72575 -1.00
H -2.05337 1.10523 0.30653 0.53
H -3.54000 1.34666 0.15311 0.47
O -1.73737 -1.75563 -2.81051 -0.92
H -2.34903 -1.02817 -2.92411 0.47
H -2.01242 -2.40391 -3.45882 0.46
O 2.20440 2.01395 0.87430 -0.93
H 1.66919 1.88365 0.09148 0.49
H 3.03653 2.35133 0.54268 0.44
O -2.25001 0.88170 3.30633 -0.93
H -2.93103 0.70031 3.95405 0.44
H -2.72550 1.21312 2.54456 0.48
O -0.79937 -1.76799 2.35746 -0.94
H -1.25803 -2.39876 2.91243 0.44
H -0.85493 -2.13842 1.47659 0.48
O -1.55422 -2.87182 -0.02583 -0.96
H -1.49953 -2.05173 -0.51644 0.51
H -0.84327 -3.40873 -0.37583 0.48
O 3.02520 -0.96687 1.30901 -0.94
H 3.80911 -1.38230 1.66838 0.44
H 3.29819 -0.64052 0.45157 0.49
O 3.69281 -0.17233 -1.22602 -0.96
H 4.48913 -0.08398 -1.74976 0.47
H 2.98410 -0.19606 -1.86898 0.50
```

Frontier orbital gap, hartree: 0.3059
Lowest unoccupied orbital energy, eV: 2.61
Total charge: -1



Order of stability, best first: #P, #Q